{
  "formula": "C6H12N5",
  "method": "ωB97M-V/def2-TZVPD",
  "smiles": "C=CCN[N@@H+]1N=CCC(N)=N1",
  "gap_ev": 9.438,
  "charge": 1,
  "species": ["N", "N", "N", "N", "N", "C", "C", "C", "C", "C", "C", "H", "H", "H", "H", "H", "H", "H", "H", "H", "H", "H", "H"],
  "xyz": [[3.01220, 1.79017, -0.29252], [-0.78252, -0.00042, -0.11113], [0.50568, -0.52330, -0.95321], [0.86965, -1.62456, -0.17111], [1.30809, 0.53322, -1.20608], [-3.12098, -0.24496, 0.28081], [2.17780, 0.79047, -0.32188], [-3.73480, 0.86192, -0.07050], [1.80363, -1.45067, 0.63438], [2.29329, -0.10506, 0.94777], [-1.88230, -0.81690, -0.38034], [3.66735, 2.03135, 0.42736], [3.28076, -0.04530, 1.33549], [0.03156, -0.78496, -1.77647], [-0.45402, 0.01140, 0.88016], [-3.80209, 1.20013, -1.11899], [2.03452, -2.33050, 1.23305], [-2.09073, -0.72456, -1.41381], [-4.45939, 1.40498, 0.48527], [-3.33550, -0.83392, 1.17652], [2.94512, 2.54041, -1.04734], [1.50963, 0.25068, 1.68945], [-1.77694, -1.92962, -0.22690]]
}

---

{
  "formula": "C42H44O3P2SZn",
  "method": "ωB97M-V/def2-TZVPD",
  "gap_ev": [5.018, 5.570],
  "charge": 0,
  "species": ["Zn", "S", "P", "P", "O", "O", "O", "C", "C", "C", "C", "C", "C", "C", "C", "C", "C", "C", "C", "C", "C", "C", "C", "C", "C", "C", "C", "C", "C", "C", "C", "C", "C", "C", "C", "C", "C", "C", "C", "C", "C", "C", "C", "C", "C", "C", "C", "C", "C", "H", "H", "H", "H", "H", "H", "H", "H", "H", "H", "H", "H", "H", "H", "H", "H", "H", "H", "H", "H", "H", "H", "H", "H", "H", "H", "H", "H", "H", "H", "H", "H", "H", "H", "H", "H", "H", "H", "H", "H", "H", "H", "H", "H"],
  "xyz": [[0.50957, -1.57193, 0.41308], [2.80978, 1.84258, 0.05063], [0.38763, 0.07771, -1.88450], [-1.39946, 0.48225, 1.66842], [2.43508, 0.68695, 0.89945], [3.82593, 1.53322, -0.95127], [1.66384, 2.63294, -0.43934], [0.03000, -0.94195, 3.66979], [-0.58601, -3.15424, 4.44405], [-2.01979, -1.95137, 2.88923], [-1.35182, -0.08667, -1.28470], [1.13965, 2.89609, -4.62400], [1.15055, 2.12198, -3.47667], [2.26824, -1.59723, -3.33296], [-2.90186, 1.36493, 2.14108], [-2.65394, -2.80753, -3.18319], [3.88640, 5.44654, 1.68840], [3.75429, -3.19543, -2.25517], [3.35251, -2.48046, -3.38079], [-3.25148, 2.43752, 1.30522], [4.98229, 3.76555, 3.00642], [3.57653, 3.09300, 1.13489], [-2.58091, -3.65573, 0.13729], [3.10275, -2.99061, -1.05274], [-3.69360, -3.17852, -2.07627], [5.29414, 6.19477, 3.67322], [-3.68255, 1.07695, 3.26338], [-1.12536, -0.87039, 2.86188], [-0.17166, 1.67491, 1.89576], [-0.62908, -3.72156, -2.06101], [4.43397, 2.75634, 2.20106], [-2.08370, -4.99051, -0.33606], [1.55322, -1.40693, -2.11925], [0.29892, -2.07711, 4.44817], [-3.35024, -2.89227, -0.64000], [0.27253, 1.01999, -3.40148], [-1.33922, -4.97902, -1.71105], [-1.73374, -3.10584, 3.63510], [-0.59525, 1.53811, -5.57626], [-0.61228, 0.71345, -4.45076], [-1.76750, -0.19121, 0.05114], [1.97103, -2.16707, -0.93214], [-4.67648, 1.98790, 3.64654], [-1.20506, -2.77451, -2.81197], [-4.21434, 3.34990, 1.71707], [-4.91450, 3.15081, 2.91016], [3.32716, 4.45525, 0.88332], [4.72941, 5.12501, 2.75752], [0.25677, 2.63481, -5.67590], [-0.61202, -2.00180, -3.32426], [1.35469, -2.84297, -0.01131], [4.49978, 6.80291, 4.13991], [-4.61435, -2.59486, -2.31135], [-2.96352, -5.67303, -0.41032], [-2.79608, -3.53251, -4.00672], [3.65695, 6.49330, 1.51364], [-1.26175, 1.32211, -6.39138], [2.69837, 4.73688, 0.05204], [3.31079, -3.53269, -0.14983], [-0.61887, -5.81355, -1.71099], [-5.25341, 1.80682, 4.55591], [5.61244, 3.51733, 3.87035], [-2.39036, -3.97542, 3.57510], [-0.13189, 2.38276, 1.07729], [0.41882, -3.67285, -1.76665], [-1.30100, -0.11879, -4.37631], [-1.42294, -5.42268, 0.42903], [-2.72941, 2.58921, 0.35931], [1.98205, -1.03517, -4.23016], [5.87896, 5.74517, 4.49278], [-4.40722, 4.24416, 1.13049], [-2.45788, -3.45489, 1.21221], [5.96195, 6.90808, 3.15921], [-5.66139, 3.88372, 3.24756], [0.24865, 3.27880, -6.55751], [-0.33154, 2.23397, 2.84759], [1.80812, 3.73719, -4.68202], [-2.91842, -1.90056, 2.26061], [-0.38327, -4.04868, 5.04129], [-3.49623, 0.17714, 3.85107], [1.21539, -2.13621, 5.04127], [-3.95076, -4.25039, -2.20192], [0.75696, -0.14230, 3.64566], [4.56686, -3.91382, -2.27384], [4.67080, 1.71012, 2.40118], [-2.80802, -0.53633, 0.13938], [1.78987, 2.33880, -2.61667], [3.90811, -2.61883, -4.29866], [-2.10950, -5.20524, -2.45946], [-3.93157, -2.07639, -0.18741], [-2.12955, -0.07987, -2.07775], [-2.95468, -1.83867, -3.61140], [0.82373, 1.23868, 1.87822]]
}

---

{
  "formula": "C5H13NOP",
  "method": "ωB97M-V/def2-TZVPD",
  "s_squared": 2.006,
  "gap_ev": [6.097, 6.525],
  "spin_multiplicity": 3,
  "charge": 1,
  "species": ["P", "O", "N", "C", "C", "C", "C", "C", "H", "H", "H", "H", "H", "H", "H", "H", "H", "H", "H", "H", "H"],
  "xyz": [[0.07099, -0.63083, -1.64051], [-1.12343, 0.39480, -1.34831], [2.44301, 1.81930, -0.68969], [2.00959, 0.48043, -0.05292], [-1.81649, 0.69905, -0.15142], [-0.10173, -1.85129, -0.19618], [-1.60320, -0.19569, 1.00683], [-1.37428, -1.63926, 0.61913], [1.66461, 2.45815, -0.50015], [-2.89450, 0.86524, -0.43231], [2.89080, -0.09805, 0.12406], [0.85187, -1.71526, 0.26869], [-0.04527, -2.75278, -0.71092], [1.36800, 0.52605, 0.82561], [-2.42110, 0.01026, 1.70652], [-0.64120, 0.21795, 1.48187], [-1.28769, -2.30590, 1.39646], [2.54614, 1.66112, -1.70707], [3.37712, 2.26291, -0.32867], [-1.60777, 1.81402, 0.12033], [-2.30549, -2.02024, 0.20865]]
}

---

{
  "formula": "C39H36AlCl2NP2",
  "method": "ωB97M-V/def2-TZVPD",
  "gap_ev": 7.469,
  "charge": 2,
  "species": ["Cl", "Cl", "P", "P", "Al", "N", "C", "C", "C", "C", "C", "C", "C", "C", "C", "C", "C", "C", "C", "C", "C", "C", "C", "C", "C", "C", "C", "C", "C", "C", "C", "C", "C", "C", "C", "C", "C", "C", "C", "C", "C", "C", "C", "C", "C", "H", "H", "H", "H", "H", "H", "H", "H", "H", "H", "H", "H", "H", "H", "H", "H", "H", "H", "H", "H", "H", "H", "H", "H", "H", "H", "H", "H", "H", "H", "H", "H", "H", "H", "H", "H"],
  "xyz": [[1.04015, 0.36084, -5.77403], [0.56868, 1.48671, -2.63957], [0.41806, 1.11658, 1.31970], [-1.80016, -1.72538, 1.04222], [-0.59942, -0.21017, -0.41659], [-0.79220, 1.83248, -2.15310], [3.32329, 2.92523, -1.91810], [-6.04197, -2.38981, -0.54210], [3.38492, -1.55222, 2.02392], [-0.81870, 1.07179, 2.67551], [0.69941, 2.86650, 1.00204], [2.53901, 0.86348, 3.12427], [-0.39710, 3.64727, 0.62896], [-0.01417, -0.96291, -2.16798], [2.32067, -0.86568, 1.45535], [0.71508, -5.55778, 0.91142], [-2.31481, -0.17074, -2.38699], [3.60328, 0.17938, 3.68523], [-0.26567, -3.77818, 2.19869], [-0.95948, -0.28725, 3.37241], [-5.60801, -1.12317, -0.16753], [3.09467, 4.10655, -4.06272], [1.67330, -0.29375, -4.20397], [2.03757, 2.39942, -2.08308], [3.81382, 3.76157, -2.91937], [-2.03467, -1.19955, 2.78134], [1.89419, 0.34605, 1.99733], [-3.89704, -3.31212, 0.04174], [-3.45835, -2.04478, 0.40737], [-0.23585, 5.00236, 0.39833], [1.86837, 3.50323, -4.32460], [2.11108, 4.81193, 0.89909], [-1.85422, 0.93226, -1.47283], [1.52871, 2.64219, -3.31447], [0.78071, -0.02509, -3.05139], [4.02611, -1.02653, 3.13491], [-0.63032, -3.89513, -0.18140], [1.95713, 3.45188, 1.12944], [1.01827, 5.58521, 0.53644], [-5.19097, -3.47863, -0.43448], [-0.85141, -3.26255, 1.04586], [-4.31861, -0.94997, 0.30313], [-1.42146, -1.11116, -2.72108], [0.51617, -4.92378, 2.12770], [0.13987, -5.04339, -0.24507], [1.31361, -6.45744, 0.86232], [3.08573, 5.26797, 1.01151], [2.67987, 0.11430, -4.09758], [-1.08609, -3.50266, -1.08468], [4.81152, 4.16330, -2.79355], [-0.40851, -3.30324, 3.16022], [1.14093, 6.64612, 0.36414], [-3.01631, -0.72238, 2.81662], [3.70873, -2.49347, 1.60057], [0.28758, -5.54261, -1.19339], [1.75649, -1.36994, -4.33318], [0.51650, -1.91414, -2.12948], [-1.67703, -1.94774, -3.36201], [-1.37823, 3.20028, 0.51572], [0.00164, -0.80765, 3.39348], [-1.77483, 1.40272, 2.25743], [3.49709, 4.82499, -4.76306], [-3.35518, -0.22982, -2.68415], [4.10197, 0.58137, 4.55677], [4.85808, -1.55679, 3.57863], [-0.51533, 1.84389, 3.38577], [-1.21731, -0.10271, 4.41590], [3.90611, 2.72129, -1.02951], [-5.53513, -4.46553, -0.71245], [2.81802, 2.85292, 1.39696], [-7.04962, -2.52675, -0.91055], [-3.24655, -4.17120, 0.13683], [2.20386, 1.79250, 3.57077], [-2.58503, 1.69221, -1.22926], [-2.12296, -2.11588, 3.36820], [0.96117, -5.32427, 3.02854], [1.82816, -1.28858, 0.58333], [-3.98520, 0.04194, 0.59425], [-1.08727, 5.60534, 0.11336], [1.27185, 3.66415, -5.21006], [-6.27625, -0.27568, -0.24036]]
}